# 1
Below is a structure of composition C35H24Co2O7P, with properties calculated with ωB97M-V with the def2-TZVPD basis set.

For the HOMO-LUMO gap (spin up / spin down), the calculation gives 2.9793 / 5.9210 eV. The charge is -2. The lowest unoccupied orbital energy (spin up / spin down) is 4.49 / 4.48 eV. Its spin multiplicity is 2.

Geometry as XYZ:
```
69
Properties=species:S:1:pos:R:3:forces:R:3:mulliken_spin:R:1
O 6.166878 2.091612 1.807706 -0.638 -0.954 0.646 0.000
C 5.282335 1.516175 2.311150 -0.088 1.162 -0.633 0.000
Co 3.405827 1.575735 2.663174 3.167 2.732 -2.384 0.001
C 3.498828 3.170953 3.441581 0.056 0.318 1.285 0.000
O 3.567526 4.233884 3.894650 -0.092 -0.754 -0.567 0.000
C 2.739380 2.277654 1.176697 -0.155 1.262 -2.207 0.001
O 2.344277 2.884783 0.266754 0.643 -1.397 1.984 0.000
C 3.266431 0.208941 3.846476 -2.012 -0.461 2.306 0.000
C 2.146598 0.332171 2.961305 -2.540 -2.015 1.307 0.006
C 0.854655 0.007490 3.283201 1.949 0.852 1.200 -0.004
C -0.483650 -0.081824 2.716904 -1.124 0.119 -0.209 0.014
C -1.551779 0.772143 3.106836 0.613 -0.770 -0.079 -0.021
C -2.864709 0.299720 3.002755 -0.232 -0.183 -0.063 0.043
C -3.145658 -0.981832 2.489409 0.194 0.574 0.011 -0.036
C -2.094936 -1.737477 1.967408 -0.384 -0.128 0.282 0.008
C -0.783146 -1.297169 2.081137 -0.220 0.125 0.316 -0.020
Co 5.036119 -0.375083 3.406818 1.635 -0.671 0.420 0.000
C 6.826794 -0.598095 3.391886 1.198 0.601 -0.659 0.000
O 7.963289 -0.810302 3.323722 -1.431 0.128 0.259 0.000
C 4.643045 -1.295668 1.971567 -0.971 -1.334 -2.616 0.000
O 4.404206 -1.893633 1.013541 0.397 0.653 1.408 0.000
C 5.132045 -1.446336 4.826255 -0.667 0.421 1.137 0.000
O 5.227994 -2.177495 5.715220 -0.038 0.314 -0.896 0.000
H 2.999990 0.136174 4.918983 0.365 0.274 -0.365 0.000
H 0.755931 -0.127023 4.391161 0.221 -0.874 -0.648 0.000
H -1.307999 1.738322 3.584151 -0.268 -0.582 -0.285 -0.001
H -3.680671 0.932365 3.356009 0.112 -0.149 -0.089 0.010
H -4.165285 -1.395463 2.455232 0.501 0.462 -0.053 0.013
H -2.359441 -2.690300 1.506594 0.355 0.232 0.112 0.011
H 0.061441 -1.890392 1.731398 -0.503 0.078 0.483 0.003
C -0.297385 4.080155 -1.880642 0.046 -0.241 0.053 -0.001
C -0.409160 3.318821 -3.047670 -0.049 -0.077 0.118 -0.001
C -0.598710 1.937604 -2.969639 -0.082 0.156 0.316 -0.027
C -0.687673 1.318075 -1.714245 0.318 0.153 -0.379 0.032
P -0.802704 -0.487834 -1.556592 -1.469 -0.209 0.844 -0.118
C -2.510380 -0.859008 -1.088591 2.356 1.510 0.031 0.012
C -2.910566 -2.200645 -0.984192 -1.020 -2.015 -0.065 0.394
C -4.247281 -2.520002 -0.754058 0.821 0.316 -0.247 -0.146
C -5.187787 -1.488820 -0.657083 -1.308 -1.450 0.392 0.351
C -4.803007 -0.151592 -0.794653 1.316 1.677 -0.328 0.064
C -3.456709 0.165232 -0.979645 -1.561 0.224 -0.007 0.006
C -0.867750 -1.118022 -3.279756 0.447 -0.046 -1.120 0.083
C 0.287456 -1.593542 -3.921263 -0.243 0.019 0.008 -0.024
C 0.242395 -2.023516 -5.249613 -0.344 0.067 -0.082 -0.006
C -0.966397 -1.961124 -5.955968 -0.020 -0.046 0.046 0.003
C -2.139486 -1.507186 -5.339439 0.552 0.094 0.164 -0.025
C -2.074654 -1.081857 -4.010229 -0.055 -0.112 0.051 0.026
C 0.421311 -0.980348 -0.399880 -0.176 -0.046 -2.130 0.057
C 1.729806 -0.394108 -0.566599 0.957 -0.651 -1.190 0.006
O 2.229630 0.003740 -1.648852 -0.698 0.243 1.641 0.006
C -0.610436 2.087185 -0.547233 -0.106 -0.035 -0.151 -0.005
C -0.404033 3.460931 -0.633224 -0.296 0.096 -0.253 0.006
H -0.105277 5.152868 -1.936584 -0.104 -0.250 -0.025 0.000
H -0.345859 3.796324 -4.026778 0.025 -0.086 0.246 0.001
H -0.693655 1.343142 -3.881106 0.134 0.200 0.304 0.009
H -2.174917 -2.998325 -1.085396 -0.103 0.050 0.032 0.043
H -4.561273 -3.564823 -0.656701 0.143 0.309 -0.026 0.001
H -6.233116 -1.732292 -0.463659 0.159 0.011 -0.055 0.071
H -5.547687 0.649083 -0.776497 0.235 -0.200 0.112 0.035
H -3.147154 1.204035 -1.086368 -0.155 -0.173 0.050 0.049
H 1.227577 -1.590322 -3.374640 -0.105 0.011 0.012 -0.001
H 1.148726 -2.398733 -5.739797 -0.368 0.198 0.183 0.001
H -1.001654 -2.264985 -7.001153 0.055 -0.037 0.152 0.000
H -3.091589 -1.468145 -5.887455 0.504 -0.026 0.266 -0.003
H -2.987525 -0.721753 -3.535425 0.273 -0.089 0.070 0.034
H 0.427792 -2.069069 -0.257924 -0.136 0.468 0.674 0.003
H 2.342384 -0.381142 0.378633 -0.214 0.056 -0.728 0.003
H -0.731829 1.604017 0.422670 0.160 0.050 -0.183 0.030
H -0.347747 4.055975 0.277581 0.070 -0.154 -0.196 0.001
```
Positions in Å, forces in eV/Å.

***

# 2
Below is a structure of composition C33H24HgN9OS2, with properties calculated with ωB97M-V with the def2-TZVPD basis set.

For the HOMO-LUMO gap (spin up / spin down), the calculation gives 6.0086 / 5.3212 eV. The calculation puts the energy above the lowest of the compared OMol25 structures with the same formula, charge and spin at 94.4 kcal/mol. The charge is -2. The lowest unoccupied orbital energy (spin up / spin down) is 4.37 / 3.66 eV. Its spin multiplicity is 2.

Geometry as XYZ:
```
70
Properties=species:S:1:pos:R:3:forces:R:3:mulliken_spin:R:1
Hg 1.134321 0.805298 1.170013 0.069 -0.015 0.000 0.000
C 1.828692 2.407347 -5.756307 0.001 -0.001 0.001 0.446
C 0.476437 2.397970 -5.345796 0.001 0.000 0.003 -0.109
C 0.118826 2.033352 -4.092336 -0.008 0.005 -0.008 0.355
C 1.128585 1.564608 -3.076103 0.002 -0.020 -0.003 -0.104
C 2.548106 1.656668 -3.575046 0.007 0.000 0.003 0.353
C 2.840445 2.032386 -4.841359 -0.004 0.002 -0.004 -0.106
N -0.045649 -0.145762 -1.558513 -0.003 -0.012 0.061 0.004
N -0.964518 -1.214048 -1.706193 -0.007 0.024 -0.012 -0.004
C -2.078969 -1.000894 -1.019170 -0.008 -0.037 0.000 0.003
C -3.056346 -2.062548 -1.024750 -0.008 -0.007 -0.001 0.001
C -4.195402 -1.951446 -0.284050 0.007 0.012 0.010 0.000
C -4.428949 -0.786844 0.476404 0.001 -0.013 0.005 0.001
C -3.462293 0.203225 0.389984 0.002 0.003 0.003 0.000
N -2.335300 0.133222 -0.305466 -0.016 0.018 -0.003 0.001
H 2.087926 2.691617 -6.767050 0.000 0.000 -0.001 0.034
H -0.294278 2.680367 -6.053427 -0.001 0.000 0.000 -0.005
H -0.915569 2.011093 -3.773374 0.000 -0.003 0.004 0.004
H 3.305669 1.354339 -2.863425 0.000 0.000 -0.001 0.011
H 3.875145 2.040955 -5.164099 0.000 0.000 0.000 -0.006
H -2.843256 -2.943545 -1.617689 0.000 0.001 -0.002 0.000
H -4.917543 -2.762525 -0.279820 -0.002 0.000 0.000 0.000
H -5.324340 -0.653472 1.070499 0.000 0.005 -0.005 0.000
H -3.599858 1.136936 0.938923 -0.003 -0.010 -0.006 0.000
S -0.761159 1.422166 2.472308 -0.061 0.019 0.065 0.000
C -0.074319 1.341774 4.098695 -0.002 -0.001 -0.021 0.000
C -0.996602 1.489848 5.143552 0.010 0.014 0.015 0.000
C -0.631747 1.418470 6.474917 -0.003 0.004 -0.007 0.000
C 0.701836 1.194921 6.795441 -0.001 0.002 0.004 0.000
C 1.629628 1.054824 5.779205 0.004 0.008 -0.004 0.000
C 1.287289 1.122590 4.419383 -0.005 -0.018 0.004 0.000
S 2.594944 0.902056 3.262043 -0.010 0.007 0.002 0.000
H -2.036636 1.656841 4.885185 -0.002 0.000 -0.002 0.000
H -1.385519 1.516916 7.247495 0.000 -0.001 0.001 0.000
H 1.018818 1.124354 7.830217 -0.001 -0.002 -0.001 0.000
H 2.671122 0.879260 6.022976 0.001 -0.002 0.000 0.000
N -3.129323 -0.784257 3.795556 -0.054 -0.016 -0.013 0.000
C -3.967927 -0.484721 4.836319 0.008 -0.004 0.003 0.000
C -5.130601 0.273265 4.923419 -0.005 -0.010 -0.004 0.000
C -5.723103 0.370506 6.169745 0.000 0.003 0.002 0.000
C -5.171856 -0.265714 7.293084 -0.003 -0.001 0.001 0.000
C -4.012208 -1.013481 7.199745 0.008 0.004 -0.002 0.000
C -3.397048 -1.122924 5.953676 0.013 0.036 0.007 0.000
N -2.236117 -1.775440 5.589909 -0.020 -0.030 -0.017 0.000
C -2.112834 -1.535895 4.307742 0.029 0.006 0.003 0.000
C -1.022831 -1.997473 3.439705 0.007 -0.004 0.010 0.000
C -1.262156 -2.302312 2.105921 0.013 0.015 0.006 0.000
C -0.194983 -2.699193 1.318086 -0.010 -0.006 -0.007 0.001
N 1.057056 -2.793225 1.767661 0.007 -0.005 -0.014 0.000
C 1.272836 -2.479389 3.045577 0.028 0.005 0.026 0.000
C 0.274135 -2.089791 3.923707 -0.037 -0.007 -0.008 0.000
H -3.159822 -0.425338 2.849157 0.034 0.024 -0.005 0.000
H -5.547650 0.769192 4.056240 0.002 0.001 -0.001 0.000
H -6.628004 0.955045 6.283145 0.000 0.001 0.000 0.000
H -5.663768 -0.158342 8.252501 -0.001 -0.001 0.000 0.000
H -3.574401 -1.494218 8.065423 -0.002 -0.002 0.000 0.000
H -2.250502 -2.226424 1.668782 -0.009 0.005 -0.001 0.000
H -0.357580 -2.917200 0.268640 0.005 0.007 -0.005 0.000
H 2.302492 -2.517761 3.381587 -0.004 0.009 -0.006 0.000
H 0.497189 -1.809209 4.944201 0.011 -0.010 -0.003 0.000
N 1.694779 -1.912643 -1.446395 0.060 0.003 -0.066 -0.003
C 1.355823 -0.527188 -1.415390 -0.002 -0.035 -0.009 0.049
O 2.124138 0.228308 -0.614069 -0.037 -0.019 -0.022 0.000
C 0.839798 0.085882 -2.712671 0.025 0.099 -0.041 0.047
C 0.747678 -0.760652 -3.879710 0.036 -0.106 0.073 -0.025
N 0.725642 -1.420788 -4.821791 -0.026 0.057 -0.042 -0.005
C 0.990088 2.442820 -1.892624 -0.013 0.003 -0.019 0.057
N 0.888377 3.264758 -1.096426 0.008 0.004 0.004 0.002
H 0.849680 -2.438411 -1.662653 -0.007 -0.008 0.020 0.000
H 2.014393 -2.168045 -0.517865 -0.026 0.000 0.031 0.001
```
Positions in Å, forces in eV/Å.

***

Question: Look up the spin multiplicity of the first one.
Answer: 2